[1]
C27H34CaCl3N4O8S4 | ωB97M-V/def2-TZVPD

ΔE to the lowest compared entry with this formula, charge and spin ... 65.7 kJ/mol
Spin multiplicity ... 1
HOMO-LUMO gap ... 5.76 eV
Total energy ... -5521.3651 Ha
Total charge ... -1
LUMO energy ... 1.9357 eV

Geometry as XYZ:
```
81
Properties=species:S:1:pos:R:3:forces:R:3:mulliken_charge:R:1
Ca 0.70606 -0.49279 0.95794 0.4 -0.1 0.4 0.3059
C -2.12658 1.00889 2.82346 0.0 0.0 0.0 0.0026
C -2.41994 1.90075 1.62605 0.0 0.0 0.0 -1.3686
S -1.38606 1.60283 0.15424 0.0 -0.1 -0.1 0.3261
C -0.41097 3.15424 0.04487 0.0 0.0 0.0 -0.9634
C 1.09505 2.97358 -0.08448 0.0 0.0 0.0 -0.7443
S 2.08435 1.99721 1.25495 -0.3 0.1 -0.2 0.0372
C 1.45509 2.99554 2.63519 0.0 0.0 0.0 -1.2230
C 0.17232 2.59607 3.40780 0.0 0.0 0.0 -0.8174
S -0.39411 0.86946 3.32751 0.1 0.0 0.0 0.1028
H -2.40909 -0.02596 2.61153 0.0 0.0 0.0 -0.4113
H -2.74620 1.31592 3.66741 0.0 0.0 0.0 0.6771
H -2.31178 2.95538 1.87478 0.0 0.0 0.0 0.6788
H -3.45817 1.75011 1.33247 0.0 0.0 0.0 0.4787
H -0.64901 3.73911 0.93274 0.0 0.0 0.0 0.4533
H -0.81359 3.70698 -0.80928 0.0 0.0 0.0 0.6057
H 1.53939 3.97127 -0.18093 0.0 0.0 0.0 0.5830
H 1.34902 2.42635 -0.99963 0.0 0.0 0.0 -0.0911
H 1.30476 4.00250 2.23665 0.0 0.0 0.0 0.6088
H 2.28486 3.03835 3.33165 0.0 0.0 0.0 0.6246
H 0.33787 2.81218 4.46284 0.0 0.0 0.0 0.5339
H -0.66462 3.21952 3.09712 0.0 0.0 0.0 0.3296
Cl -0.91431 0.16216 -3.47043 0.0 0.0 -0.1 -0.1438
C -0.17531 1.75913 -3.59243 0.0 0.0 0.1 0.5613
Cl 1.35386 1.73873 -4.48575 0.0 0.0 0.0 -0.1801
H 0.02582 2.11111 -2.58805 0.0 0.0 0.0 -0.7746
H -0.85950 2.41268 -4.11773 0.0 0.0 0.0 0.4268
C -1.09470 -4.66873 3.13590 0.0 0.0 0.0 -0.9607
N -0.75200 -4.36406 1.74452 -0.1 0.0 0.0 0.4959
C -0.69177 -5.29443 0.76868 0.0 0.0 0.0 0.0122
C -0.36937 -4.98216 -0.51003 0.0 0.0 -0.1 -1.2343
C -0.11868 -3.60452 -0.79378 -0.1 0.0 0.1 0.4123
N -0.24998 -2.69314 0.14528 0.2 0.1 0.0 0.3628
C -0.50044 -3.03788 1.42903 -0.2 0.2 0.1 -0.1204
O -0.50100 -2.17848 2.31326 0.1 0.0 -0.1 -0.8037
N 0.20493 -3.16454 -2.02455 0.0 0.0 0.0 -0.1799
H -1.32015 -5.72967 3.21286 0.0 0.0 0.0 0.3372
H -1.95809 -4.08199 3.44447 0.0 0.0 0.0 0.3881
H -0.25724 -4.41270 3.78073 0.0 0.0 0.0 0.2404
H -0.90872 -6.30901 1.07461 0.0 0.0 0.0 0.3747
H -0.31264 -5.74377 -1.27240 0.0 0.0 0.0 0.4443
H 0.50070 -3.82228 -2.72322 0.0 0.0 0.0 0.2405
H 0.55613 -2.20868 -2.08139 0.0 0.0 0.0 -0.0221
O 2.67410 -1.70878 0.31714 0.0 0.2 -0.1 -0.9194
C 2.63469 -1.23964 -0.84509 -0.1 0.0 0.0 1.0846
O 1.65087 -0.56313 -1.28577 -0.1 0.0 0.1 -0.4828
C 3.78111 -1.51028 -1.77671 0.0 0.0 0.0 -0.2361
C 3.71914 -1.07832 -3.09305 0.0 0.0 0.0 -0.3130
C 4.76383 -1.32610 -3.98955 0.0 0.0 0.0 -1.0645
C 5.84625 -2.00928 -3.49690 0.0 0.0 0.0 1.0275
O 6.98883 -2.37296 -4.16162 0.0 0.0 0.0 -0.5158
C 7.81250 -3.03101 -3.19899 0.0 0.0 0.0 -0.2442
O 7.10138 -3.09109 -1.96899 0.0 0.0 0.0 -0.5099
C 5.90995 -2.43758 -2.18303 0.0 0.0 0.0 0.8635
C 4.89715 -2.20879 -1.29288 0.0 0.0 0.0 -0.8294
H 2.84082 -0.53026 -3.41019 0.0 0.0 0.0 0.2636
H 4.72867 -0.99237 -5.01773 0.0 0.0 0.0 0.4330
H 8.73421 -2.46097 -3.06204 0.0 0.0 0.0 0.2483
H 8.03125 -4.04323 -3.54386 0.0 0.0 0.0 0.2408
H 4.92913 -2.53213 -0.26183 0.0 0.0 0.0 0.5567
N -2.97786 -1.36321 -1.36871 0.1 -0.1 -0.3 -0.2397
C -3.65445 -1.61602 -0.18014 0.1 0.0 0.0 -0.0564
C -4.42786 -0.62961 0.43201 0.0 0.0 0.0 -0.6051
C -4.93870 -0.83591 1.70391 0.1 0.0 0.0 -0.7352
C -4.69055 -2.02315 2.38186 0.0 0.0 0.0 -0.5364
C -4.00390 -3.03653 1.73575 0.0 0.0 0.0 -0.1521
C -3.49279 -2.84130 0.46177 0.0 0.0 0.0 -0.3673
S -5.17034 -2.19221 4.09903 0.0 0.0 0.0 1.2724
O -4.31621 -1.21947 4.76935 0.0 0.0 0.0 -0.6504
O -4.86080 -3.58086 4.41828 0.0 0.0 0.0 -0.7320
O -6.58490 -1.85865 4.13014 0.0 0.0 0.0 -0.7206
H -3.35592 -0.68792 -2.01179 -0.1 0.1 0.1 0.2990
H -2.58878 -2.16614 -1.83617 0.0 0.0 0.0 0.1596
H -4.59843 0.30823 -0.08806 0.0 0.0 0.0 0.3691
H -5.51902 -0.06498 2.19796 0.0 0.0 0.0 0.4093
H -3.88130 -3.97823 2.25551 0.0 0.0 0.0 0.8861
H -2.95493 -3.63786 -0.04688 0.0 0.0 0.0 0.4609
Cl 2.53904 -0.66396 3.58135 -0.1 -0.1 -0.1 -0.1964
C 3.35297 0.81668 2.83224 0.0 -0.1 0.1 -0.6700
H 4.12533 0.37844 2.19264 0.0 0.0 0.0 0.2059
H 3.85387 1.29637 3.68208 0.0 0.0 0.0 0.3904
```
Forces are in eV/Å.

[2]
C27H34Cl2I2KN2O6 | ωB97M-V/def2-TZVPD

ΔE to the lowest compared entry with this formula, charge and spin ... 112.5 kJ/mol
Spin multiplicity ... 1
HOMO-LUMO gap ... 4.45 eV
Total energy ... -3726.0267 Ha
Total charge ... -1
LUMO energy ... 1.6042 eV

Geometry as XYZ:
```
74
Properties=species:S:1:pos:R:3:forces:R:3:mulliken_charge:R:1
K 0.01020 0.16830 0.48255 -0.5 0.2 -0.6 0.5969
O 2.95344 2.00094 5.87792 -0.1 -0.1 0.0 -0.6978
C 2.43311 1.67079 4.82732 0.1 0.2 0.1 0.5327
C 1.48898 2.49271 4.00747 -0.1 0.2 0.1 0.3509
O 1.06856 3.60490 4.30321 0.0 -0.1 0.0 -0.7537
C 1.15171 1.72787 2.79491 0.0 0.2 0.2 0.6328
C 1.84203 0.45699 2.84992 0.2 -0.2 0.3 -0.0037
O 1.81160 -0.51172 2.02354 -0.1 0.1 -0.1 -0.5037
C 2.62145 0.38485 4.09290 0.2 -0.1 0.1 0.2768
O 3.30757 -0.56255 4.46532 -0.1 0.0 0.0 -0.7637
O 0.35881 2.17095 1.91021 0.1 -0.2 0.0 -0.6974
Cl -3.30775 0.15576 1.12656 0.1 -0.1 0.1 -0.1153
C -2.95023 0.43932 2.86141 -0.1 0.1 -0.2 -0.4300
Cl -1.51595 -0.40318 3.41640 0.0 -0.1 0.0 -0.0180
H -3.81244 0.07949 3.40952 0.0 0.1 0.1 0.3548
H -2.79343 1.50543 2.97683 0.1 0.0 0.0 0.3206
I 2.36312 2.84813 -0.92528 0.1 0.0 0.0 0.1275
C 0.78223 4.06182 -1.61790 -0.1 0.0 0.0 -0.8857
I -1.14311 3.37474 -1.02083 0.0 0.0 -0.1 0.0295
H 0.79493 4.07780 -2.69979 0.0 0.0 0.0 0.4060
H 0.89691 5.06085 -1.21681 0.0 0.0 0.1 0.3889
C -4.01963 -5.66588 2.22266 0.0 0.0 0.0 -1.6459
C -2.55380 -6.05223 1.98156 0.0 0.0 0.0 1.9996
C -2.48620 -7.17753 0.94130 0.0 0.0 0.0 -1.5687
C -1.97071 -6.56892 3.29640 0.0 0.0 0.0 -2.1938
C -1.79401 -4.83985 1.45326 0.0 0.0 -0.1 0.6727
C -0.69052 -4.29760 2.09314 0.1 0.0 0.2 -0.5610
C -0.07386 -3.16699 1.57190 -0.1 0.0 -0.1 -1.3350
N -0.47460 -2.60433 0.44017 0.3 0.3 -0.3 0.0523
C -1.51053 -3.12319 -0.21638 -0.2 -0.2 0.1 -0.9307
C -2.20798 -4.22280 0.27234 0.2 0.0 0.1 -0.2075
C -1.91136 -2.47742 -1.50380 -0.1 -0.1 -0.2 -0.5373
C -2.55249 -3.23080 -2.48400 0.0 0.2 0.0 -0.3238
C -2.94939 -2.64290 -3.68315 0.0 0.1 0.1 0.2840
C -2.65799 -1.29472 -3.83919 0.0 -0.1 0.0 -0.6501
C -1.99470 -0.62453 -2.82121 0.0 0.2 -0.1 -0.7887
N -1.62499 -1.18332 -1.68229 0.0 -0.2 0.4 0.3775
C -3.65933 -3.47604 -4.74321 0.0 0.0 0.0 2.0754
C -4.95778 -4.03731 -4.15000 0.0 0.0 0.0 -1.5757
C -2.74841 -4.63474 -5.16984 0.0 0.0 0.0 -1.6347
C -4.00733 -2.65273 -5.98292 0.0 0.0 0.0 -2.1830
H -4.57173 -6.52264 2.61502 0.0 0.0 0.0 0.4549
H -4.51158 -5.34321 1.30472 0.0 0.0 0.0 0.3118
H -4.09221 -4.85202 2.94547 0.0 0.0 0.0 0.3716
H -3.02734 -8.05439 1.30388 0.0 0.0 0.0 0.4423
H -1.45286 -7.46920 0.74754 0.0 0.0 0.0 0.3756
H -2.93429 -6.87660 -0.00667 0.0 0.0 0.0 0.3133
H -2.55808 -7.41880 3.64825 0.0 0.0 0.0 0.4321
H -1.99095 -5.80443 4.07422 0.0 0.0 0.0 0.4317
H -0.93951 -6.90455 3.17577 0.0 0.0 0.0 0.4128
H -0.30474 -4.71302 3.01271 0.0 0.0 0.0 0.5097
H 0.75337 -2.66986 2.07314 0.0 0.0 0.0 0.6735
H -3.08208 -4.59368 -0.24312 0.0 0.1 -0.1 0.7823
H -2.72231 -4.28483 -2.31895 0.0 0.0 0.0 0.7383
H -2.92244 -0.75278 -4.73506 0.0 0.0 0.0 0.5025
H -1.74663 0.42664 -2.93136 0.0 0.0 0.0 0.3634
H -4.76341 -4.67163 -3.28479 0.0 0.0 0.0 0.3104
H -5.48022 -4.63931 -4.89648 0.0 0.0 0.0 0.4429
H -5.62261 -3.23220 -3.83355 0.0 0.0 0.0 0.3813
H -2.50663 -5.28753 -4.33104 0.0 0.0 0.0 0.3109
H -1.81123 -4.26106 -5.58454 0.0 0.0 0.0 0.3746
H -3.24455 -5.23828 -5.93266 0.0 0.0 0.0 0.4490
H -4.67875 -1.82672 -5.74241 0.0 0.0 0.0 0.4217
H -4.51045 -3.28749 -6.71419 0.0 0.0 0.0 0.4246
H -3.11538 -2.24152 -6.45813 0.0 0.0 0.0 0.4243
C 3.98227 -1.12672 -0.36513 0.0 0.0 0.0 -0.7705
C 3.10913 -1.43752 -1.56449 0.1 0.1 0.0 -0.3183
O 1.76320 -1.01944 -1.37755 -0.1 -0.1 0.0 -0.3637
H 5.00056 -1.48597 -0.52674 0.0 0.0 0.0 0.4047
H 3.58735 -1.57092 0.54957 0.0 0.0 0.0 0.2036
H 4.01635 -0.05103 -0.18782 0.0 0.0 0.0 0.0539
H 3.13749 -2.50840 -1.80600 0.0 0.0 0.0 0.2454
H 3.46545 -0.89824 -2.44541 0.0 0.0 0.0 0.2956
H 1.43798 -1.45884 -0.58024 0.1 -0.2 -0.1 0.1196
```
Forces are in eV/Å.

> LUMO energy of number 2 (C27H34Cl2I2KN2O6)?

1.6042 eV